A cluster of 13 separate species, C80H76F12O6 in total, computed with ωB97M-V/def2-TZVPD.

Net charge ... 0
Kohn-Sham gap ... 9.5 eV

Each line ends with the Löwdin charge.
CARTESIAN COORDINATES (ANGSTROEM)
C: 2.5596 -4.1219 -1.0213  -0.0632
C: 1.7039 -3.4459 0.0618  -0.2621
O: 2.2895 -2.2324 0.4975  -0.1446
C: 1.5881 -1.0511 0.1652  -0.1692
C: 1.3440 -0.8161 -1.3337  -0.1596
O: -0.0237 -0.6204 -1.6703  -0.1189
C: -0.6786 -1.7578 -2.1770  -0.1918
C: -1.8714 -1.3168 -3.0156  -0.1630
O: -3.0512 -1.1061 -2.2429  -0.1035
C: -3.7240 -2.2901 -1.9254  -0.2072
O: -5.0282 -1.9365 -1.5213  0.0390
C: -5.0447 -1.0542 -0.4698  -0.5972
O: -4.6476 -1.3059 0.6171  0.1828
O: -5.6491 0.0911 -0.8131  0.1347
H: 3.5514 -3.6738 -0.9898  0.0796
H: 2.1589 -3.9567 -2.0247  0.0555
H: 2.6186 -5.1990 -0.8746  0.0691
H: 1.6448 -4.1255 0.9142  0.0917
H: 0.6792 -3.2939 -0.2850  0.1007
H: 0.6282 -0.9698 0.6911  0.1371
H: 2.2062 -0.2374 0.5300  0.0930
H: 1.7890 -1.6094 -1.9404  0.1137
H: 1.8590 0.1042 -1.6187  0.1234
H: -0.0180 -2.4031 -2.7654  0.1281
H: -1.0539 -2.3718 -1.3461  0.1168
H: -1.6028 -0.3506 -3.4410  0.1266
H: -2.0757 -2.0329 -3.8180  0.1310
H: -3.2340 -2.8387 -1.1142  0.1403
H: -3.8349 -2.9328 -2.8021  0.1468
H: -5.4277 0.2344 -1.7451  0.1194
F: -9.5976 -0.1106 -3.6513  0.0512
C: -9.6997 0.3968 -2.4040  -0.2848
C: -10.8003 1.1653 -2.0846  -0.0209
C: -10.8994 1.6771 -0.7995  -0.0814
C: -9.9044 1.4241 0.1350  -0.0857
C: -8.8010 0.6550 -0.2111  -0.0709
C: -8.6988 0.1303 -1.4924  -0.0193
H: -11.5614 1.3527 -2.8301  0.1158
H: -11.7595 2.2734 -0.5256  0.1041
H: -9.9895 1.8276 1.1357  0.0928
H: -8.0219 0.4613 0.5129  0.1047
H: -7.8597 -0.4828 -1.7848  0.1022
F: -2.0836 -0.2679 -6.3363  0.0459
C: -3.0665 0.6509 -6.1864  -0.2713
C: -3.7770 0.6778 -5.0046  -0.0056
C: -4.7829 1.6232 -4.8597  -0.0684
C: -5.0642 2.5130 -5.8872  -0.0889
C: -4.3335 2.4615 -7.0666  -0.0766
C: -3.3211 1.5259 -7.2210  -0.0123
H: -3.5501 -0.0288 -4.2209  0.0833
H: -5.3509 1.6679 -3.9395  0.1001
H: -5.8511 3.2453 -5.7685  0.1032
H: -4.5511 3.1515 -7.8704  0.1061
H: -2.7339 1.4716 -8.1284  0.1024
F: 2.2132 -4.5766 2.9353  0.0466
C: 2.6586 -5.5042 3.8101  -0.2796
C: 1.7445 -6.1649 4.6046  -0.0159
C: 2.2098 -7.1194 5.4976  -0.0820
C: 3.5679 -7.3916 5.5874  -0.0901
C: 4.4663 -6.7099 4.7782  -0.0777
C: 4.0131 -5.7581 3.8764  -0.0136
H: 0.6914 -5.9320 4.5214  0.1175
H: 1.5069 -7.6520 6.1244  0.1023
H: 3.9261 -8.1354 6.2867  0.0855
H: 5.5252 -6.9181 4.8492  0.1059
H: 4.6935 -5.2175 3.2322  0.1189
F: 2.9258 1.2799 -10.3131  0.0418
C: 1.6006 1.1225 -10.5180  -0.2827
C: 0.8604 0.4275 -9.5843  -0.0085
C: -0.5005 0.2697 -9.8006  -0.0875
C: -1.0947 0.7990 -10.9386  -0.0972
C: -0.3259 1.4912 -11.8643  -0.0819
C: 1.0352 1.6604 -11.6561  -0.0186
H: 1.3453 0.0193 -8.7079  0.1200
H: -1.0977 -0.2685 -9.0762  0.0960
H: -2.1563 0.6710 -11.1038  0.1017
H: -0.7856 1.9013 -12.7532  0.1051
H: 1.6532 2.2017 -12.3601  0.1188
F: -12.3298 2.3296 3.1927  0.0490
C: -11.2968 2.8535 3.8853  -0.2987
C: -10.7450 2.1216 4.9170  -0.0189
C: -9.6794 2.6634 5.6206  -0.0794
C: -9.1890 3.9201 5.2929  -0.0895
C: -9.7632 4.6367 4.2527  -0.0765
C: -10.8242 4.1024 3.5357  -0.0223
H: -11.1471 1.1470 5.1590  0.1172
H: -9.2311 2.1004 6.4282  0.1043
H: -8.3600 4.3403 5.8439  0.0823
H: -9.3833 5.6167 3.9970  0.1055
H: -11.2819 4.6405 2.7163  0.1166
F: 2.6116 1.9718 0.5982  0.0471
C: 3.8165 2.4384 0.9972  -0.2804
C: 4.5260 1.7140 1.9321  -0.0086
C: 5.7682 2.1810 2.3353  -0.0720
C: 6.2719 3.3615 1.8031  -0.0876
C: 5.5358 4.0746 0.8660  -0.0890
C: 4.2950 3.6116 0.4511  -0.0344
H: 4.1093 0.8010 2.3331  0.1085
H: 6.3422 1.6285 3.0612  0.0966
H: 7.2389 3.7271 2.1217  0.1008
H: 5.9273 4.9954 0.4545  0.1041
H: 3.7067 4.1444 -0.2841  0.1184
F: -6.7760 6.1434 6.1352  0.0460
C: -6.8387 6.8648 7.2746  -0.2864
C: -6.9202 8.2395 7.1902  -0.0174
C: -6.9850 8.9741 8.3652  -0.0833
C: -6.9620 8.3314 9.5953  -0.0968
C: -6.8772 6.9472 9.6523  -0.0832
C: -6.8178 6.2010 8.4843  -0.0185
H: -6.9309 8.7192 6.2208  0.1175
H: -7.0540 10.0523 8.3183  0.1047
H: -7.0104 8.9091 10.5082  0.1008
H: -6.8565 6.4441 10.6095  0.1047
H: -6.7570 5.1211 8.5045  0.1167
F: 6.9592 -3.1979 -13.8554  0.0503
C: 6.3843 -2.3220 -13.0042  -0.2900
C: 5.1849 -1.7381 -13.3578  -0.0193
C: 4.5973 -0.8411 -12.4770  -0.0776
C: 5.2120 -0.5370 -11.2703  -0.0860
C: 6.4203 -1.1364 -10.9397  -0.0696
C: 7.0144 -2.0407 -11.8090  -0.0154
H: 4.7259 -1.9853 -14.3057  0.1156
H: 3.6536 -0.3779 -12.7347  0.0987
H: 4.7490 0.1635 -10.5931  0.0818
H: 6.9030 -0.8980 -10.0020  0.0873
H: 7.9517 -2.5245 -11.5688  0.1164
F: 5.2380 0.1241 4.5003  0.0421
C: 4.3456 0.6025 5.3935  -0.2908
C: 3.0252 0.2164 5.2879  -0.0134
C: 2.1099 0.7382 6.1894  -0.0751
C: 2.5220 1.6390 7.1620  -0.1102
C: 3.8558 2.0143 7.2413  -0.0922
C: 4.7823 1.4862 6.3560  -0.0223
H: 2.7244 -0.4747 4.5111  0.1190
H: 1.0706 0.4457 6.1256  0.1066
H: 1.8006 2.0509 7.8556  0.1005
H: 4.1765 2.7232 7.9930  0.1073
H: 5.8273 1.7619 6.4020  0.1199
F: 4.6051 -10.8348 7.6716  0.0538
C: 4.8060 -10.0715 8.7651  -0.2925
C: 3.8287 -9.1715 9.1375  -0.0280
C: 4.0367 -8.3868 10.2622  -0.0801
C: 5.2119 -8.5083 10.9905  -0.0960
C: 6.1814 -9.4195 10.5940  -0.0831
C: 5.9817 -10.2131 9.4737  -0.0171
H: 2.9221 -9.0900 8.5526  0.1122
H: 3.2785 -7.6792 10.5689  0.1056
H: 5.3720 -7.8933 11.8655  0.1008
H: 7.0995 -9.5134 11.1579  0.1046
H: 6.7213 -10.9330 9.1504  0.1175
F: 3.4229 3.7174 4.6500  0.0654
C: 2.5619 4.7471 4.5652  -0.2733
C: 1.7874 5.0741 5.6600  -0.0135
C: 0.9113 6.1454 5.5579  -0.0840
C: 0.8161 6.8631 4.3735  -0.0995
C: 1.6028 6.5105 3.2856  -0.0807
C: 2.4878 5.4466 3.3773  -0.0059
H: 1.8751 4.4973 6.5702  0.1036
H: 0.3010 6.4210 6.4076  0.1034
H: 0.1298 7.6954 4.2989  0.0992
H: 1.5279 7.0653 2.3600  0.1041
H: 3.1162 5.1565 2.5449  0.1023
F: 7.5667 0.0694 -7.8344  0.0464
C: 7.9426 -1.0072 -7.1123  -0.2932
C: 6.9738 -1.7493 -6.4680  -0.0173
C: 7.3650 -2.8573 -5.7310  -0.0827
C: 8.7067 -3.2023 -5.6438  -0.0964
C: 9.6618 -2.4382 -6.2996  -0.0836
C: 9.2822 -1.3315 -7.0450  -0.0179
H: 5.9346 -1.4592 -6.5458  0.1176
H: 6.6181 -3.4528 -5.2237  0.1044
H: 9.0068 -4.0657 -5.0657  0.1008
H: 10.7083 -2.7028 -6.2315  0.1045
H: 10.0090 -0.7256 -7.5692  0.1176